# 1
2 unconnected molecules or ions with the total composition C6H11F3OSi in a non-equilibrium geometry, computed with the ωB97M-V functional and the def2-TZVPD basis.

The electronic energy comes out at -899.31540 hartree. As for the net charge: 0. For the frontier orbital gap (spin up / spin down), the calculation gives 4.890 / 8.134 eV. The spin multiplicity is 3. The energy above the lowest of the compared OMol25 structures with the same formula, charge and spin comes out at 179.50 kJ/mol.

Each line ends with the Mulliken charge.
Geometry (Å):
C  1.990  3.572  0.338  0.7973
C  1.715  2.865  -0.734  -0.5613
C  1.574  -1.011  2.417  -1.2476
C  -0.182  0.410  -2.124  -1.0281
C  -1.439  2.204  0.370  -1.0020
C  1.390  -0.875  0.981  -0.1488
O  0.324  0.031  0.666  -0.0854
F  1.277  3.303  1.531  -0.2146
F  2.864  4.526  0.583  -0.2220
F  2.442  3.255  -1.873  -0.2681
Si  -0.125  1.111  -0.371  0.3494
H  1.980  -0.053  2.786  0.2809
H  0.576  -1.097  2.956  0.2651
H  2.109  -1.869  2.663  0.4286
H  -1.213  0.028  -2.377  0.3240
H  0.152  1.209  -2.852  0.3104
H  0.496  -0.419  -2.263  0.3393
H  -1.665  3.052  -0.272  0.3358
H  -2.318  1.596  0.512  0.3559
H  -1.125  2.649  1.281  0.3218
H  1.183  -1.810  0.497  0.3112
H  2.276  -0.423  0.642  0.3581

***

# 2
A gas-phase ion, C6H11FN3 (charge +1) in a non-equilibrium geometry, computed with the ωB97M-V functional and the def2-TZVPD basis.

The electronic energy comes out at -499.11377 hartree. As for the net charge: +1. For the frontier orbital gap, the calculation gives 10.503 eV. The energy above the lowest of the compared OMol25 structures with the same formula, charge and spin comes out at 0.00 kJ/mol. The structure (SMILES) is CC1=NC(=[NH2+])N[C@@H](F)[C@@H]1C.

Each line ends with the Mulliken charge.
Geometry (Å):
C  1.065  1.771  -1.333  -1.2687
C  0.543  0.681  -0.515  0.5766
N  1.315  -0.088  0.178  -0.5587
C  0.873  -0.989  1.080  0.4110
N  1.653  -2.014  1.186  -0.3422
N  -0.192  -0.690  1.842  -0.1419
C  -1.108  0.205  1.269  -0.0499
F  -0.911  1.441  1.866  -0.3243
C  -0.921  0.518  -0.195  0.0356
C  -1.351  -0.438  -1.365  -1.4100
H  1.748  2.438  -0.832  0.3622
H  0.303  2.368  -1.836  0.3812
H  1.603  1.395  -2.200  0.3598
H  2.290  -2.131  0.352  0.3135
H  1.375  -2.830  1.602  0.2290
H  -0.596  -1.051  2.726  0.2961
H  -2.105  -0.065  1.522  0.4854
H  -1.391  1.522  -0.331  0.5014
H  -1.295  0.093  -2.279  0.4013
H  -2.305  -0.952  -1.317  0.3675
H  -0.592  -1.186  -1.419  0.3753

***

# 3
A single C6H11I molecule in a non-equilibrium geometry, computed with the ωB97M-V functional and the def2-TZVPD basis.

The electronic energy comes out at -532.83289 hartree. As for the net charge: 0. For the frontier orbital gap, the calculation gives 9.672 eV. The energy above the lowest of the compared OMol25 structures with the same formula, charge and spin comes out at 27.92 kJ/mol. The structure (SMILES) is C[C@@H]1[C@@H](I)C1(C)C.

Each line ends with the Mulliken charge.
Geometry (Å):
C  -0.678  -2.102  -0.319  -1.3020
C  0.211  -0.904  -0.613  0.1501
C  1.175  -0.344  0.419  -0.9292
I  3.273  -0.059  -0.033  0.0011
C  0.018  0.528  -0.047  1.3862
C  0.390  1.694  -0.802  -1.6247
C  -1.006  0.778  1.075  -1.5814
H  -0.950  -2.765  -1.196  0.3181
H  -1.720  -1.694  -0.146  0.2877
H  -0.399  -2.781  0.530  0.2895
H  0.551  -0.869  -1.631  0.4293
H  1.242  -0.738  1.541  0.3319
H  0.818  2.454  0.002  0.3235
H  -0.503  2.280  -1.208  0.3670
H  1.115  1.550  -1.680  0.3343
H  -0.834  1.849  1.268  0.4260
H  -0.634  0.274  1.929  0.4064
H  -2.069  0.849  0.910  0.3862

***

# 4
A molecular structure, C6H11I2N2O in a non-equilibrium geometry, computed with the ωB97M-V functional and the def2-TZVPD basis.

The electronic energy comes out at -1015.00057 hartree. As for the net charge: +1. For the frontier orbital gap, the calculation gives 8.624 eV. The energy above the lowest of the compared OMol25 structures with the same formula, charge and spin comes out at 154.67 kJ/mol.

Each line ends with the Mulliken charge.
Geometry (Å):
C  0.082  0.267  0.916  0.3377
C  1.420  -0.336  0.398  -0.6712
C  -0.791  -1.688  2.639  -0.2866
C  1.453  -0.039  -1.092  -0.4216
C  -0.981  -0.218  -0.284  -0.6494
C  -0.065  1.680  -1.999  -1.0695
N  -0.648  -0.529  2.215  0.0520
N  -0.010  0.213  -1.509  -0.0178
O  -0.042  1.501  1.202  -0.6919
I  -2.595  1.194  -0.062  0.2768
I  -1.601  -2.197  -0.495  0.2921
H  2.263  -0.006  0.880  0.5049
H  1.368  -1.471  0.391  0.1769
H  -1.503  -1.892  3.398  0.2622
H  -0.164  -2.459  2.207  0.3464
H  1.940  0.982  -1.269  0.2780
H  1.848  -0.898  -1.773  0.3266
H  -1.154  1.854  -2.295  0.2586
H  0.172  2.213  -1.068  0.5317
H  0.602  1.923  -2.756  0.4094
H  -1.233  0.245  2.662  0.3451
H  -0.362  -0.337  -2.309  0.4096

***

# 5
A gas-phase ion, C6H11IN (charge +1) in a non-equilibrium geometry, computed with the ωB97M-V functional and the def2-TZVPD basis.

The electronic energy comes out at -587.36832 hartree. As for the net charge: +1. For the frontier orbital gap, the calculation gives 9.609 eV. The energy above the lowest of the compared OMol25 structures with the same formula, charge and spin comes out at 65.90 kJ/mol. The structure (SMILES) is CC1=CCC[C@]1([NH3+])I.

Each line ends with the Mulliken charge.
Geometry (Å):
C  0.111  -2.228  -0.019  -1.0970
C  -0.185  -0.798  -0.255  0.0756
C  -1.272  -0.282  -0.875  -0.4680
C  -1.254  1.227  -0.943  -0.6358
C  0.269  1.497  -0.535  -0.9510
C  0.762  0.283  0.198  -0.1253
N  0.619  0.354  1.657  -0.1812
I  2.866  0.031  -0.235  0.3099
H  0.132  -2.864  -0.926  0.3294
H  -0.448  -2.769  0.677  0.3575
H  1.229  -2.164  0.398  0.2701
H  -2.118  -0.841  -1.227  0.5075
H  -1.499  1.652  -1.985  0.3349
H  -2.022  1.646  -0.248  0.2939
H  0.786  1.602  -1.559  0.3895
H  0.314  2.450  0.013  0.3575
H  1.508  0.126  2.211  0.4185
H  -0.222  -0.318  1.825  0.4460
H  0.422  1.397  1.831  0.3681

***

# 6
A gas-phase ion, C6H11N (charge -1) in a non-equilibrium geometry, computed with the ωB97M-V functional and the def2-TZVPD basis.

The electronic energy comes out at -289.79032 hartree. As for the net charge: -1. For the frontier orbital gap (spin up / spin down), the calculation gives 2.877 / 5.672 eV. The spin multiplicity is 2. The energy above the lowest of the compared OMol25 structures with the same formula, charge and spin comes out at 276.78 kJ/mol.

Each line ends with the Mulliken charge.
Geometry (Å):
C  -2.030  0.642  2.029  -0.3961
C  -0.700  0.319  2.011  -1.0858
N  -0.126  -0.754  1.323  -0.0313
C  1.301  -0.490  0.816  -0.6999
C  0.090  0.254  -2.908  -1.0768
C  0.250  -0.236  -1.397  -0.3625
C  1.339  -0.195  -0.682  -0.2761
H  -2.385  1.689  2.097  0.2652
H  -2.779  -0.040  2.370  0.0326
H  0.085  0.945  2.470  0.3548
H  -0.370  -1.724  1.593  0.1202
H  1.583  0.509  1.207  0.1781
H  1.941  -1.229  1.183  0.4235
H  0.372  1.306  -3.254  0.2542
H  0.660  -0.362  -3.527  0.3285
H  -0.997  0.081  -3.186  0.2778
H  -0.564  -0.806  -0.929  0.4217
H  2.329  0.092  -1.215  0.2718

***

# 7
2 unconnected molecules or ions with the total composition C6H11N, computed with the ωB97M-V functional and the def2-TZVPD basis.

The electronic energy comes out at -289.80914 hartree. As for the net charge: 0. For the frontier orbital gap (spin up / spin down), the calculation gives 7.825 / 7.707 eV. The energy above the lowest of the compared OMol25 structures with the same formula, charge and spin comes out at 426.75 kJ/mol.

Each line ends with the Mulliken charge.
Geometry (Å):
C  1.510  0.823  0.895  -1.2166
C  -2.184  -0.640  0.483  -0.0997
C  0.632  0.604  -0.120  1.0719
C  -0.162  1.767  -0.658  -1.4468
C  1.051  -1.912  -0.197  -1.3316
C  0.415  -0.660  -0.686  -0.1810
N  -3.012  0.094  -0.013  -0.4023
H  2.115  0.035  1.305  0.3133
H  1.646  1.802  1.314  0.3246
H  -2.119  -1.328  1.316  0.2871
H  -0.703  2.251  0.152  0.3251
H  -0.884  1.437  -1.398  0.3188
H  0.495  2.507  -1.112  0.4133
H  0.888  -2.052  0.871  0.3289
H  2.131  -1.880  -0.357  0.3626
H  0.657  -2.775  -0.729  0.3366
H  -0.185  -0.726  -1.578  0.3604
H  -3.973  0.252  0.301  0.2355

***

# 8
A single C6H11N molecule in a non-equilibrium geometry, computed with the ωB97M-V functional and the def2-TZVPD basis.

The electronic energy comes out at -289.91644 hartree. As for the net charge: 0. For the frontier orbital gap, the calculation gives 8.643 eV. The energy above the lowest of the compared OMol25 structures with the same formula, charge and spin comes out at 145.05 kJ/mol. The structure (SMILES) is C=CC(N)=C(C)C.

Each line ends with the Mulliken charge.
Geometry (Å):
C  0.724  2.683  0.221  -0.7351
C  0.874  1.430  -0.164  -0.5093
C  0.386  0.159  0.457  0.6223
N  0.467  0.116  1.848  -0.5038
C  -0.147  -0.806  -0.289  0.7210
C  -0.852  -2.005  0.333  -1.5873
C  -0.358  -0.760  -1.779  -1.4637
H  1.114  3.621  -0.162  0.2726
H  -0.031  3.016  0.935  0.2495
H  1.586  1.144  -0.938  0.3443
H  0.637  1.002  2.289  0.2370
H  -0.159  -0.501  2.356  0.2105
H  -1.756  -1.623  0.798  0.3165
H  -0.150  -2.497  1.022  0.4055
H  -1.024  -2.834  -0.354  0.3694
H  0.261  -1.467  -2.331  0.2803
H  -1.402  -0.917  -2.038  0.3694
H  -0.172  0.240  -2.202  0.4009

***

# 9
A molecular structure, C6H11N in a non-equilibrium geometry, computed with the ωB97M-V functional and the def2-TZVPD basis.

The electronic energy comes out at -289.65641 hartree. As for the net charge: 0. For the frontier orbital gap, the calculation gives 6.365 eV. The energy above the lowest of the compared OMol25 structures with the same formula, charge and spin comes out at 827.75 kJ/mol.

Each line ends with the Mulliken charge.
Geometry (Å):
C  2.830  0.781  0.391  -0.7069
N  2.239  -0.228  -0.467  -0.4927
C  1.012  -0.872  0.185  -0.2748
C  -3.344  -0.278  -0.949  -0.8232
C  -2.069  -0.245  -0.566  0.0881
C  -1.336  -0.381  0.708  -0.6348
C  0.034  0.125  0.614  -0.2454
H  2.842  0.307  1.376  0.3002
H  3.862  0.980  0.164  0.3006
H  2.234  1.778  0.530  0.2030
H  1.747  0.429  -1.089  0.2745
H  0.552  -1.562  -0.577  0.3699
H  1.359  -1.597  1.073  0.2518
H  -4.240  -0.370  -0.309  0.2512
H  -3.492  0.165  -1.917  0.2674
H  -1.411  0.353  -1.349  0.1120
H  -2.024  -0.279  1.479  0.3632
H  -0.794  0.894  0.703  0.3957

***

# 10
3 unconnected molecules or ions with the total composition C6H11N in a non-equilibrium geometry, computed with the ωB97M-V functional and the def2-TZVPD basis.

The electronic energy comes out at -289.85297 hartree. As for the net charge: 0. For the frontier orbital gap, the calculation gives 10.553 eV. The energy above the lowest of the compared OMol25 structures with the same formula, charge and spin comes out at 311.68 kJ/mol.

Each line ends with the Mulliken charge.
Geometry (Å):
C  -0.083  0.093  -0.167  1.9697
C  0.413  -1.066  0.707  -1.8414
C  0.851  0.285  -1.380  -1.5702
C  -0.004  1.331  0.638  -0.0067
C  -1.510  -0.053  -0.646  -0.5816
C  -2.309  -1.086  -0.432  -0.7811
N  0.553  2.088  1.320  -0.4761
H  1.787  2.097  2.096  -0.0640
H  2.634  1.646  2.079  0.0669
H  -1.865  0.787  -1.231  0.3177
H  -0.230  -1.202  1.576  0.4296
H  0.425  -1.986  0.124  0.4443
H  1.423  -0.854  1.059  0.4116
H  0.830  -0.616  -1.991  0.3935
H  0.527  1.127  -1.992  0.3974
H  1.870  0.472  -1.045  0.3804
H  -3.298  -1.119  -0.862  0.2766
H  -2.014  -1.946  0.148  0.2334

***

# 11
A single C6H11N molecule in a non-equilibrium geometry, computed with the ωB97M-V functional and the def2-TZVPD basis.

The electronic energy comes out at -289.85696 hartree. As for the net charge: 0. For the frontier orbital gap, the calculation gives 8.357 eV. The energy above the lowest of the compared OMol25 structures with the same formula, charge and spin comes out at 301.21 kJ/mol. The structure (SMILES) is C=NC(=C)CCC.

Each line ends with the Mulliken charge.
Geometry (Å):
C  -1.527  -1.504  -0.910  -0.2464
N  -0.986  -1.237  0.200  -0.4307
C  0.308  -0.728  0.426  0.6840
C  1.352  -1.464  0.057  -0.9627
C  0.429  0.595  1.124  -0.8879
C  -0.222  1.731  0.361  -0.3976
C  0.536  2.070  -0.956  -1.0006
H  -1.756  -2.559  -1.095  0.2685
H  -1.846  -0.694  -1.580  0.2478
H  1.322  -2.455  -0.373  0.3198
H  2.326  -0.994  -0.026  0.2380
H  1.503  0.784  1.217  0.3041
H  0.083  0.559  2.158  0.3156
H  -0.128  2.675  0.904  0.3047
H  -1.279  1.631  0.128  0.3918
H  -0.071  2.252  -1.842  0.2729
H  1.170  2.950  -0.869  0.3341
H  1.197  1.222  -1.134  0.2444

***

# 12
A single C6H11N molecule in a non-equilibrium geometry, computed with the ωB97M-V functional and the def2-TZVPD basis.

The electronic energy comes out at -289.88089 hartree. As for the net charge: 0. For the frontier orbital gap, the calculation gives 8.524 eV. The energy above the lowest of the compared OMol25 structures with the same formula, charge and spin comes out at 238.38 kJ/mol. The structure (SMILES) is C=C/C=C(\C)NC.

Each line ends with the Mulliken charge.
Geometry (Å):
C  -1.729  -0.120  -2.877  -0.9248
C  -1.051  -0.531  -1.797  0.0329
C  -0.568  0.498  -0.837  -0.4604
C  0.366  0.293  0.140  0.8373
C  1.048  -1.087  0.236  -1.4580
N  0.643  1.173  1.222  -0.4071
C  0.861  0.633  2.505  -0.9389
H  -1.998  -0.792  -3.729  0.2523
H  -1.872  0.933  -2.999  0.2493
H  -0.674  -1.509  -1.463  0.2624
H  -0.980  1.440  -1.226  0.2347
H  1.899  -0.827  0.879  0.3360
H  0.222  -1.739  0.615  0.3319
H  1.304  -1.536  -0.729  0.4375
H  -0.228  1.655  1.415  0.3018
H  0.034  -0.111  2.789  0.2890
H  0.890  1.465  3.215  0.3274
H  1.834  0.162  2.642  0.2966